C37H43F5NO4 | wB97M-V/def2-TZVPD

Output
- Kohn-Sham gap (eV) = 6.40
- LUMO level (eV) = 2.069
- multiplicity = 1
- net charge = -1

Last column: Löwdin charge in e.
Geometry (Å):
H1 -2.641 7.681 -2.568  0.099
C1 1.520 1.814 0.266  -0.140
H2 1.531 -1.268 1.909  0.074
C2 -0.112 4.758 1.914  -0.697
C3 2.147 -1.662 -4.679  -0.100
C4 -0.356 -3.996 -2.375  -0.273
C5 1.741 -4.956 5.185  -0.083
H3 0.996 2.073 -0.644  0.079
H4 0.733 -0.256 -0.144  0.080
H5 2.255 1.159 -6.551  0.103
H6 -2.249 3.612 1.476  0.123
H7 -2.344 2.045 6.399  0.089
C6 -1.198 5.610 -4.823  -0.032
N1 0.903 2.578 1.372  -0.028
H8 0.051 -1.117 4.363  0.108
H9 -2.151 3.570 -1.049  0.129
C7 -1.551 2.937 0.995  -0.075
H10 2.700 -1.268 -6.716  0.096
H11 -0.785 -0.108 1.576  0.102
F1 2.831 -2.796 2.510  0.057
C8 2.100 -3.806 4.499  -0.014
H12 -1.009 1.034 -0.342  0.065
C9 1.700 -1.118 -3.484  -0.021
H13 -1.489 -7.147 -2.041  0.102
C10 1.639 1.068 -4.503  0.001
H14 2.836 -5.167 1.488  0.116
C11 -0.121 -0.061 2.443  -0.206
H15 -2.834 6.988 -4.933  0.098
H16 -2.335 -2.087 4.159  0.098
C12 1.783 -6.190 4.549  -0.105
H17 -2.488 -1.181 2.659  0.104
O1 0.363 5.842 1.487  -0.081
C13 -1.734 1.357 -1.066  -0.079
H18 -1.029 -4.783 -5.579  0.104
C14 2.180 -6.273 3.222  -0.092
C15 -0.465 -3.836 -3.744  -0.013
H19 1.506 -7.086 5.089  0.096
C16 -0.140 3.528 0.910  -0.207
H20 1.428 -4.889 6.218  0.103
H21 -0.260 -2.117 2.956  0.102
H22 0.646 4.977 -2.052  0.116
C17 -2.070 6.554 -4.301  -0.096
C18 2.096 0.520 -5.693  -0.081
H23 -1.544 1.673 -2.078  0.100
C19 -2.563 0.045 4.409  -0.213
H24 -0.893 6.681 -1.121  0.112
H25 1.430 2.126 -4.414  0.097
C20 -0.712 -5.174 -1.750  -0.014
H26 -3.221 -0.237 5.233  0.103
H27 -0.207 0.920 2.898  0.101
H28 2.055 0.245 2.570  0.120
C21 1.312 -0.194 1.904  -0.197
H29 -0.181 -2.900 -4.203  0.100
F2 0.612 4.138 -4.508  0.032
H30 2.556 2.125 0.180  0.120
H31 2.217 -7.234 2.726  0.100
C22 -1.659 1.200 6.273  -0.113
O2 -0.567 4.509 3.059  -0.063
H32 2.081 -2.835 4.977  0.119
C23 -2.094 2.708 -0.405  -0.319
H33 -1.259 5.299 -5.858  0.111
H34 2.452 -0.109 0.119  0.101
C24 -1.962 6.941 -2.972  -0.094
C25 1.479 0.262 0.452  -0.179
C26 2.348 -0.844 -5.784  -0.102
C27 -1.198 -6.221 -2.519  -0.088
F3 0.109 -2.979 -1.626  0.055
C28 -0.237 5.063 -3.998  -0.279
H35 2.340 -2.726 -4.749  0.104
O3 -3.026 1.704 -0.549  -0.040
H36 1.548 -1.734 -2.613  0.100
C29 -0.117 5.429 -2.673  -0.011
F4 1.977 3.429 1.803  -0.072
O4 -1.533 0.880 4.911  -0.201
C30 -0.985 6.381 -2.159  -0.062
C31 2.489 -3.909 3.178  -0.286
C32 1.451 0.237 -3.417  -0.251
F5 1.012 0.753 -2.258  0.052
H37 -1.689 -6.903 -4.493  0.097
H38 0.096 3.953 -0.071  0.112
C33 -0.943 -4.891 -4.506  -0.080
C34 2.532 -5.126 2.526  -0.018
H39 -3.164 0.648 3.722  0.119
C35 -2.019 -1.180 3.641  -0.167
C36 -0.505 -1.158 3.429  -0.206
H40 -1.977 0.355 6.890  0.080
H41 -1.564 1.939 1.421  0.100
H42 -0.677 1.522 6.613  0.087
H43 -0.610 -5.264 -0.676  0.118
C37 -1.312 -6.083 -3.895  -0.104

---

C2H5IN2OS | wB97M-V/def2-TZVPD

Output
- Kohn-Sham gap (alpha / beta) (eV) = 7.45 / 7.36
- LUMO level (alpha / beta) (eV) = -1.102 / -1.236
- multiplicity = 1
- energy above the lowest of the compared OMol25 structures with the same formula, charge and spin (kcal/mol) = 83.7

Last column: Löwdin charge in e.
Geometry (Å):
O1 0.614 1.549 1.174  -0.545
S1 0.603 1.526 -0.257  0.791
N1 -0.836 0.913 -0.673  -0.351
H1 1.391 -0.374 -1.830  0.105
H2 -0.341 -1.386 -0.326  0.039
H3 2.440 -0.271 -0.391  0.105
H4 -1.220 0.365 1.458  -0.019
I1 -3.357 -0.591 0.021  0.911
C1 1.356 -0.278 -0.701  -0.376
N2 0.594 -1.167 -0.022  -0.051
C2 -1.782 0.490 0.574  -0.714
H5 0.537 -0.776 0.974  0.104